Entry 1:
DFT (ωB97M-V with the def2-TZVPD basis set) results for a cluster of 5 separate species, C21H47INO8S2 in total in a non-equilibrium geometry.

Results
E: -70174.6519 eV
LUMO energy: 2.02 eV
Net charge: -1
Kohn-Sham gap: 8.263 eV
HOMO: -6.246 eV
Multiplicity: 1

Last column: Löwdin charge in e.
Positions of all 80 atoms, in Å:
C -0.92 3.76 2.58  0.0281
C 0.34 3.44 2.28  -0.1246
C 1.69 2.81 1.69  -0.1923
C 2.14 1.42 2.41  -0.2125
C 2.41 0.22 1.33  -0.2291
S 0.80 -0.62 0.87  0.5946
O 0.90 -2.04 1.46  -0.4407
O -0.42 0.00 1.57  -0.4649
N 0.58 -0.83 -0.82  -0.3600
S 0.50 0.66 -1.66  0.2104
O 1.85 1.40 -1.67  -0.4749
O 0.23 0.30 -3.14  -0.4951
I -1.36 2.09 -1.00  0.6141
H -1.81 4.26 3.10  0.0339
H 1.54 2.56 0.57  0.0776
H 2.53 3.57 1.86  0.1046
H 3.07 1.64 3.06  0.1118
H 1.32 1.07 3.16  0.1039
H 3.08 -0.55 1.91  0.1084
H 3.03 0.57 0.43  0.0837
C 0.23 -1.69 5.38  -0.0710
C 1.69 -1.46 5.74  -0.2735
O 2.03 -0.09 5.90  -0.1723
C 1.36 0.61 6.94  -0.2824
C 1.62 0.04 8.32  -0.0895
H -0.05 -1.08 4.52  0.0789
H 0.05 -2.74 5.15  0.0806
H -0.43 -1.41 6.21  0.0629
H 2.31 -1.84 4.92  0.1185
H 1.98 -2.03 6.63  0.1012
H 0.28 0.66 6.73  0.1086
H 1.73 1.64 6.91  0.1170
H 1.19 -0.96 8.43  0.0636
H 1.18 0.68 9.09  0.0723
H 2.69 -0.05 8.51  0.0790
C -2.30 -0.22 -4.62  -0.0928
C -3.34 -0.47 -5.69  -0.2790
O -4.27 0.61 -5.85  -0.1704
C -3.72 1.86 -6.23  -0.2826
C -3.03 1.82 -7.59  -0.0885
H -2.77 0.06 -3.68  0.0683
H -1.69 -1.12 -4.46  0.0803
H -1.62 0.59 -4.90  0.0599
H -3.94 -1.34 -5.41  0.1126
H -2.88 -0.71 -6.66  0.1020
H -3.04 2.24 -5.46  0.1098
H -4.56 2.56 -6.29  0.1137
H -2.13 1.20 -7.56  0.0664
H -2.74 2.83 -7.89  0.0725
H -3.70 1.40 -8.35  0.0772
C 4.88 -0.10 -3.78  -0.0755
C 5.10 0.56 -2.43  -0.2764
O 4.78 -0.28 -1.33  -0.1725
C 5.53 -1.48 -1.20  -0.2742
C 7.02 -1.24 -1.01  -0.0887
H 3.87 -0.51 -3.85  0.0882
H 5.03 0.62 -4.59  0.0748
H 5.58 -0.93 -3.94  0.0608
H 4.45 1.43 -2.36  0.1086
H 6.13 0.94 -2.34  0.1027
H 5.34 -2.13 -2.06  0.1079
H 5.14 -1.99 -0.32  0.1196
H 7.48 -0.80 -1.90  0.0621
H 7.53 -2.18 -0.80  0.0718
H 7.20 -0.55 -0.18  0.0797
C -6.76 -1.27 -0.89  -0.0882
C -5.35 -0.72 -0.97  -0.2798
O -4.95 -0.04 0.22  -0.1725
C -4.91 -0.82 1.41  -0.2790
C -3.93 -1.98 1.34  -0.0706
H -7.47 -0.49 -0.60  0.0783
H -7.07 -1.67 -1.87  0.0730
H -6.84 -2.08 -0.16  0.0624
H -5.30 0.02 -1.77  0.1171
H -4.63 -1.50 -1.22  0.1098
H -5.91 -1.17 1.67  0.0996
H -4.59 -0.15 2.21  0.1181
H -4.25 -2.73 0.61  0.0644
H -3.85 -2.47 2.32  0.0760
H -2.94 -1.63 1.04  0.0823

=====

Entry 2:
DFT (ωB97M-V with the def2-TZVPD basis set) results for a cluster of 7 separate species, C21H47N5O11 in total in a non-equilibrium geometry.

Results
E: -52497.5128 eV
LUMO energy (spin up / spin down): -6.00 / -8.43 eV
Expectation value of S²: 0.766
Net charge: +1
Kohn-Sham gap (spin up / spin down): 5.424 / 2.965 eV
HOMO (spin up / spin down): -11.423 / -11.392 eV
Multiplicity: 2

Last column: Löwdin spin population.
Positions of all 84 atoms, in Å:
N 0.99 0.07 -0.11  0.0007
H 0.44 -0.41 -0.82  0.0001
H 0.57 -0.03 0.80  0.0000
H 1.10 1.04 -0.38  0.0000
H 1.86 -0.45 -0.14  0.0000
C -0.34 -2.27 -4.13  0.0023
C 0.24 -1.50 -2.98  0.0019
O 1.52 -1.50 -2.79  0.0053
O -0.64 -0.99 -2.20  0.0407
H -1.38 -2.56 -4.09  0.0001
H 0.09 -3.24 -4.40  0.0005
H -0.15 -1.68 -5.03  0.0001
C 0.97 -4.20 -1.00  -0.0001
N -0.20 -4.67 -0.17  0.0000
O -1.24 -4.85 -0.72  0.0001
O -0.02 -4.68 1.00  0.0002
H 1.38 -3.39 -0.40  0.0000
H 0.61 -3.83 -1.96  0.0000
H 1.56 -5.12 -0.99  0.0000
C 1.92 4.34 -0.23  0.0000
C 0.45 4.16 0.19  0.0000
C -0.40 5.38 -0.27  0.0000
O -1.79 5.23 0.09  0.0000
C -2.62 5.79 -0.96  0.0000
N 0.05 2.89 -0.47  0.0000
H 2.53 3.44 -0.23  0.0000
H 2.36 5.03 0.48  0.0000
H 2.05 4.72 -1.25  0.0000
H 0.38 3.99 1.26  0.0000
H -0.17 5.51 -1.33  0.0000
H -0.06 6.33 0.16  0.0000
H -2.18 6.63 -1.49  0.0000
H -3.65 6.02 -0.69  0.0000
H -2.65 5.14 -1.83  0.0000
H -0.15 3.11 -1.44  0.0000
H -0.85 2.56 -0.15  0.0000
C 5.52 -1.84 0.11  0.0000
C 4.38 -0.83 -0.20  0.0000
C 4.61 0.26 -1.29  0.0000
O 3.42 1.00 -1.44  0.0000
C 3.50 1.91 -2.50  0.0000
N 3.13 -1.70 -0.43  0.0000
H 5.31 -2.59 0.88  0.0000
H 6.42 -1.41 0.55  0.0000
H 5.57 -2.43 -0.81  0.0000
H 4.00 -0.31 0.68  0.0000
H 4.88 -0.26 -2.21  0.0000
H 5.44 0.94 -1.13  0.0000
H 3.67 1.46 -3.48  0.0000
H 4.30 2.63 -2.33  0.0000
H 2.56 2.47 -2.55  0.0000
H 3.25 -2.70 -0.48  0.0000
H 2.80 -1.47 -1.36  0.0000
C 1.54 -1.78 3.15  0.0001
C 0.10 -1.45 2.68  0.0001
C -0.99 -1.89 3.55  0.0004
O -2.29 -1.72 2.91  0.0033
C -2.81 -2.91 2.27  0.0104
N -0.04 -0.01 2.53  -0.0001
H 1.61 -2.87 3.05  0.0000
H 1.87 -1.58 4.16  0.0000
H 2.20 -1.28 2.44  0.0000
H -0.10 -1.93 1.72  0.0000
H -0.91 -1.53 4.58  0.0000
H -0.90 -2.94 3.82  0.0000
H -3.70 -2.76 1.66  0.0036
H -3.00 -3.72 2.98  0.0002
H -2.14 -3.17 1.45  0.0018
H -1.01 0.04 2.27  0.0000
H 0.00 0.50 3.40  0.0000
C -4.15 1.31 0.98  0.1625
C -5.36 0.87 1.34  0.0571
C -6.03 -0.43 0.87  0.0140
O -7.17 -0.80 1.16  0.0536
C -5.11 -1.22 0.10  0.3026
C -3.85 -0.83 -0.22  0.0958
C -3.26 0.52 0.14  0.0126
O -2.22 1.00 -0.22  -0.0194
O -3.09 -1.73 -0.88  0.1755
O -6.05 1.52 2.27  0.0617
H -3.86 2.12 1.63  0.0051
H -5.38 -2.23 -0.19  0.0072
H -2.32 -1.39 -1.35  0.0003
H -6.93 1.16 2.39  -0.0001

=====

Entry 3:
DFT (ωB97M-V with the def2-TZVPD basis set) results for a cluster of 9 separate species, C21H47N6O20S3 in total in a non-equilibrium geometry.

Results
E: -104934.4989 eV
LUMO energy: 2.03 eV
Net charge: -1
Kohn-Sham gap: 9.604 eV
HOMO: -7.577 eV
Multiplicity: 1

Last column: Löwdin charge in e.
Positions of all 97 atoms, in Å:
N -24.80 12.12 12.98  -0.5464
O -25.14 11.08 13.61  -0.0959
O -25.64 12.97 12.69  0.0140
O -23.58 12.27 12.74  -0.0436
C -23.39 13.52 17.39  -0.1545
C -23.02 13.04 15.97  -0.1468
O -21.75 12.39 16.10  -0.2054
S -21.56 11.82 17.61  0.6612
O -20.16 11.89 17.95  -0.2284
O -22.30 10.60 17.70  -0.2348
O -22.42 13.00 18.29  -0.1843
H -24.43 13.31 17.64  0.1335
H -23.35 14.61 17.53  0.1286
H -22.98 13.71 15.11  0.0937
H -23.68 12.23 15.67  0.1105
C -29.00 12.21 13.17  -0.1749
C -30.07 11.49 14.03  -0.1783
O -30.22 12.45 15.10  -0.1835
S -30.19 13.94 14.51  0.6270
O -29.54 14.77 15.48  -0.2222
O -31.46 14.36 13.98  -0.2375
O -29.24 13.59 13.28  -0.1918
H -29.17 11.88 12.14  0.1314
H -28.02 11.84 13.45  0.0978
H -29.76 10.52 14.39  0.0710
H -30.97 11.36 13.43  0.1292
C -27.30 7.69 13.43  -0.1607
C -27.18 9.10 12.82  -0.1502
O -28.52 9.41 12.38  -0.2144
S -29.62 8.37 12.96  0.6834
O -29.91 7.38 11.95  -0.2276
O -30.67 9.07 13.66  -0.2468
O -28.58 7.75 14.03  -0.1897
H -26.61 7.54 14.26  0.1245
H -27.21 6.87 12.71  0.1329
H -26.53 9.18 11.95  0.1291
H -26.93 9.87 13.55  0.0849
C -21.03 15.39 12.29  0.0044
C -22.02 15.83 13.37  -0.5630
O -21.68 16.63 14.23  0.0432
N -23.27 15.37 13.21  0.0352
C -24.23 15.67 14.26  -0.0772
H -21.27 14.36 12.02  0.0586
H -20.06 15.33 12.79  0.0803
H -21.06 15.93 11.35  0.0795
H -23.48 14.61 12.57  0.0987
H -23.85 15.30 15.22  0.0572
H -25.18 15.16 14.16  0.0645
H -24.44 16.72 14.47  0.0956
C -27.15 15.79 12.59  -0.0249
C -27.53 17.09 13.27  -0.5449
O -27.55 17.19 14.48  0.0473
N -27.62 18.18 12.47  -0.0011
C -27.85 19.49 13.06  -0.0834
H -26.26 15.82 11.96  0.0841
H -27.96 15.51 11.90  0.0833
H -27.18 14.99 13.31  0.0515
H -27.53 18.13 11.48  0.1266
H -26.96 19.84 13.59  0.0826
H -28.64 19.47 13.80  0.0818
H -28.15 20.19 12.27  0.0765
C -23.96 7.93 12.69  -0.0009
C -22.49 8.30 12.62  -0.5542
O -21.64 7.44 12.41  0.0126
N -22.23 9.58 12.86  0.0223
C -20.99 10.32 12.77  -0.0533
H -24.11 7.23 13.50  0.0810
H -24.31 7.43 11.79  0.0894
H -24.52 8.85 12.84  0.0415
H -23.05 10.16 12.99  0.0804
H -20.78 10.83 13.70  0.0809
H -20.98 11.06 11.97  0.0611
H -20.19 9.63 12.50  0.0863
C -19.23 11.65 7.87  -0.0020
C -20.57 12.39 7.98  -0.5593
O -20.88 13.11 7.05  0.0230
N -21.26 12.36 9.12  0.0092
C -22.56 12.97 9.31  -0.0728
H -18.57 12.33 7.35  0.0780
H -19.44 10.77 7.26  0.0801
H -18.79 11.32 8.82  0.0700
H -21.11 11.57 9.73  0.1171
H -23.33 12.54 8.67  0.0886
H -22.54 14.05 9.17  0.0863
H -22.90 12.77 10.33  0.0588
C -27.67 10.48 16.43  0.0150
C -26.55 9.58 16.88  -0.5601
O -26.65 8.88 17.88  0.0308
N -25.42 9.65 16.15  0.0224
C -24.27 8.78 16.38  -0.0670
H -27.35 11.15 15.64  0.0704
H -28.05 11.02 17.30  0.0969
H -28.48 9.87 16.03  0.0777
H -25.35 10.35 15.44  0.0701
H -24.04 8.74 17.44  0.0768
H -23.43 9.14 15.79  0.0748
H -24.54 7.78 16.03  0.0772